{"formula": "C37H93AsF6MgN2O23", "method": "wB97M-V/def2-TZVPD", "e_homo_ev": -8.01, "total_energy_ha": -6340.1894, "total_charge": 0, "mol_weight_g_mol": 1147.4, "species": ["Mg", "N", "O", "O", "O", "As", "F", "F", "F", "F", "F", "F", "C", "N", "O", "O", "H", "H", "H", "C", "O", "C", "C", "O", "C", "H", "H", "H", "H", "H", "H", "H", "H", "H", "H", "C", "O", "C", "C", "O", "C", "H", "H", "H", "H", "H", "H", "H", "H", "H", "H", "C", "O", "C", "C", "O", "C", "H", "H", "H", "H", "H", "H", "H", "H", "H", "H", "C", "O", "C", "C", "O", "C", "H", "H", "H", "H", "H", "H", "H", "H", "H", "H", "C", "O", "C", "C", "O", "C", "H", "H", "H", "H", "H", "H", "H", "H", "H", "H", "C", "O", "C", "C", "O", "C", "H", "H", "H", "H", "H", "H", "H", "H", "H", "H", "C", "O", "C", "C", "O", "C", "H", "H", "H", "H", "H", "H", "H", "H", "H", "H", "C", "O", "C", "C", "O", "C", "H", "H", "H", "H", "H", "H", "H", "H", "H", "H", "C", "O", "C", "C", "O", "C", "H", "H", "H", "H", "H", "H", "H", "H", "H", "H"], "positions_angstrom": [[2.7609, 0.9817, 3.4946], [0.0344, 2.8267, 3.8417], [-0.4452, 3.3128, 2.8130], [-0.5419, 3.0156, 4.9186], [1.0857, 2.1105, 3.8435], [0.8511, 0.0144, 0.4352], [0.6016, 1.7295, 0.3591], [0.1023, -0.3265, -1.1026], [1.0923, -1.7152, 0.6857], [1.6630, 0.2606, 2.0280], [-0.6975, -0.0653, 1.2407], [2.4255, 0.1164, -0.3368], [-1.1281, -3.2867, -1.0244], [-1.1007, -4.7285, -1.3572], [-1.7910, -5.4995, -0.7184], [-0.3360, -5.1128, -2.2278], [-2.1423, -2.9616, -1.2421], [-0.3438, -2.7543, -1.5485], [-0.9465, -3.2314, 0.0471], [-2.9793, -2.0057, 3.4825], [-3.5391, -3.2960, 3.3383], [-3.6132, -3.8830, 2.0673], [-4.3176, -3.1314, 0.9357], [-3.7106, -1.8900, 0.6579], [-4.2812, -1.2113, -0.4033], [-3.8152, -1.3072, 3.4180], [-2.2492, -1.7705, 2.7023], [-2.4422, -1.8406, 4.4185], [-4.2723, -4.7393, 2.2387], [-2.6647, -4.3156, 1.7281], [-5.3904, -3.1058, 1.1516], [-4.2046, -3.8016, 0.0727], [-5.2676, -0.7519, -0.2402], [-4.3242, -1.7683, -1.3476], [-3.7495, -0.2783, -0.6226], [-2.0697, -0.5320, -3.8058], [-3.0514, 0.4763, -3.8040], [-4.3556, 0.0252, -4.1523], [-5.3603, 1.1582, -4.1126], [-5.3830, 1.8264, -2.8756], [-6.1045, 3.0271, -3.0749], [-1.2739, -0.2149, -3.1298], [-1.7540, -0.7812, -4.8192], [-2.4100, -1.4043, -3.2306], [-4.6357, -0.7543, -3.4352], [-4.3185, -0.3930, -5.1628], [-6.3252, 0.7169, -4.3880], [-5.0483, 1.7973, -4.9474], [-6.2551, 3.5163, -2.1088], [-7.1505, 2.8000, -3.3179], [-5.7282, 3.7932, -3.7539], [-0.8113, -4.7660, 4.6863], [0.3929, -4.9225, 3.9289], [0.1815, -4.5554, 2.5745], [0.1348, -5.7764, 1.6924], [1.4026, -6.4433, 1.7286], [1.5922, -7.3316, 0.6546], [-0.8663, -3.6997, 4.9278], [-0.7027, -5.2800, 5.6412], [-1.6900, -5.1345, 4.1586], [1.0249, -3.9152, 2.2925], [-0.6574, -3.8668, 2.4294], [-0.3090, -5.5902, 0.7073], [-0.6135, -6.5100, 2.0206], [0.9013, -8.1698, 0.5240], [2.5838, -7.7745, 0.7587], [1.6333, -6.8406, -0.3242], [3.8490, -1.7747, -2.4773], [4.0859, -2.0280, -3.8475], [5.4107, -1.7567, -4.2955], [5.5914, -2.5321, -5.5852], [6.0231, -3.8548, -5.4551], [5.0507, -4.7700, -4.9774], [2.8374, -1.5985, -2.1112], [4.3404, -0.8519, -2.1480], [4.2264, -2.6512, -1.9405], [6.1408, -2.0858, -3.5457], [5.4954, -0.6722, -4.4118], [6.3239, -1.9675, -6.1642], [4.6056, -2.4448, -6.0546], [4.0909, -4.8137, -5.4924], [4.8850, -4.4712, -3.9357], [5.4459, -5.7771, -4.8490], [3.0697, 3.4685, 1.6826], [3.4835, 2.1834, 2.1281], [4.8573, 1.9267, 1.8078], [5.0953, 0.4116, 1.8062], [4.2331, -0.0896, 2.8444], [4.5711, -1.4131, 3.2540], [2.1061, 3.7335, 2.1142], [3.1355, 3.5313, 0.5981], [3.7067, 4.2529, 2.1134], [5.4944, 2.4727, 2.5090], [5.0862, 2.3339, 0.8216], [6.1350, 0.1530, 2.0057], [4.8519, 0.0586, 0.8031], [5.5388, -1.4241, 3.7610], [4.6494, -2.1130, 2.4207], [3.8380, -1.8056, 3.9518], [-3.7766, 5.9515, -0.4893], [-3.5512, 4.8035, 0.3108], [-4.5879, 3.8600, -0.0050], [-4.5849, 2.7649, 1.0177], [-3.2558, 2.4535, 1.3656], [-3.2398, 1.3651, 2.2575], [-2.9987, 6.6542, -0.1954], [-4.7537, 6.4169, -0.3124], [-3.7267, 5.7148, -1.5571], [-4.4221, 3.4930, -1.0230], [-5.5435, 4.3966, 0.0290], [-5.1252, 1.9146, 0.5824], [-5.1570, 3.1451, 1.8719], [-3.6608, 0.4524, 1.8248], [-3.8062, 1.5759, 3.1749], [-2.2013, 1.2531, 2.5541], [-1.7387, 2.3763, -1.4322], [-1.4561, 3.5087, -0.6316], [-0.8696, 4.5513, -1.4039], [-0.1170, 5.4753, -0.4940], [-0.8103, 5.6051, 0.7359], [-0.2351, 6.5381, 1.6020], [-2.5880, 2.5378, -2.1028], [-2.0554, 1.5859, -0.7510], [-0.8991, 1.9436, -1.9814], [-1.6213, 5.0698, -2.0080], [-0.1720, 4.0967, -2.1185], [0.0857, 6.4460, -0.9660], [0.9087, 5.0947, -0.3891], [0.2088, 7.4028, 1.0948], [0.5711, 6.0814, 2.1941], [-1.0296, 6.8166, 2.2948], [5.2180, -1.0135, 7.1058], [4.1261, -0.3562, 6.4969], [2.9056, -0.9920, 6.8475], [1.7678, -0.2694, 6.1726], [1.9202, -0.3669, 4.7581], [1.2168, -1.5118, 4.2310], [5.3456, -0.7772, 8.1673], [6.1681, -0.6793, 6.6874], [5.1314, -2.0960, 6.9872], [2.7831, -1.0269, 7.9345], [2.9435, -2.0385, 6.5197], [1.7662, 0.7537, 6.5509], [0.8320, -0.6877, 6.5459], [1.5581, -2.3743, 4.8040], [1.4021, -1.6861, 3.1734], [0.1411, -1.3405, 4.2855], [1.2577, 1.0320, -4.0605], [2.3958, 1.7214, -4.5447], [2.1515, 2.9788, -5.1600], [0.8997, 3.1188, -6.0555], [-0.3266, 2.7043, -5.4890], [-1.3988, 3.3282, -6.1548], [0.5332, 0.6873, -4.8025], [0.6474, 1.7096, -3.4573], [1.5257, 0.1421, -3.4954], [3.0562, 3.3421, -5.6392], [1.9066, 3.6837, -4.3520], [1.0142, 2.5113, -6.9625], [0.9323, 4.1779, -6.3325], [-2.3011, 2.8456, -5.7783], [-1.3919, 3.0163, -7.2104], [-1.4687, 4.4173, -6.1834]]}